Entry 1:
A 2-piece molecular cluster, C2H7N overall in a non-equilibrium geometry, computed with ωB97M-V/def2-TZVPD.

- Calculated total energy: -135.1120 Ha
- HOMO-LUMO gap: 11.36 eV
- Energy relative to the best compared isomer or geometry (same formula, charge and spin): 20.7 kcal per mole
- Net charge: 0
- 2S+1: 1
- Largest force on an atom: 1.278 eV/Å

The geometry in XYZ format:
```
10
C2H7N ωB97M-V/def2-TZVPD
C -1.43 0.29 -0.13
N -2.06 -0.25 0.82
H -1.03 1.26 0.01
H -1.28 -0.11 -1.13
H -2.37 -1.19 0.54
C 2.80 0.05 -0.46
H 2.21 -0.76 -0.05
H 3.24 -0.15 -1.42
H 2.18 0.94 -0.44
H 3.64 0.17 0.23
```

***

Entry 2:
C27H50FINbO13 as an isolated structure in a non-equilibrium geometry, computed with ωB97M-V/def2-TZVPD.

- Calculated total energy: -2491.3892 Ha
- HOMO-LUMO gap: 6.98 eV
- Net charge: -1
- 2S+1: 1
- Largest force on an atom: 2.797 eV/Å

The geometry in XYZ format:
```
93
C27H50FINbO13 ωB97M-V/def2-TZVPD
C 3.62 4.97 1.12
C 2.77 6.23 0.88
O 2.30 6.38 -0.45
C 1.11 5.64 -0.71
C 1.48 4.51 -1.67
O 0.43 3.60 -1.85
C 0.87 2.39 -2.51
Nb 0.81 0.56 -1.21
O -0.88 -0.07 -2.12
I 0.64 -1.84 0.36
C 2.75 1.06 -0.15
O 3.95 0.37 -0.67
C 4.56 -0.33 0.35
C 4.50 -1.69 0.29
C 5.07 -2.45 1.30
C 5.68 -1.80 2.34
C 5.78 -0.44 2.38
C 5.22 0.31 1.38
C -0.25 1.64 0.53
F 0.27 1.29 1.82
C -1.71 1.18 0.56
C -2.48 1.75 1.80
H 3.06 4.18 1.64
H 4.04 4.54 0.21
H 4.46 5.22 1.78
H 1.94 6.23 1.60
H 3.40 7.10 1.08
H 0.62 5.28 0.20
H 0.43 6.31 -1.25
H 2.35 3.99 -1.24
H 1.82 4.95 -2.62
H 0.21 2.24 -3.37
H 1.88 2.57 -2.89
H 1.82 -0.33 -2.46
H -1.15 -0.90 -1.71
H 2.98 2.13 -0.19
H 2.58 0.83 0.91
H 3.99 -2.17 -0.53
H 4.98 -3.52 1.26
H 6.11 -2.35 3.17
H 6.27 0.08 3.20
H 5.22 1.39 1.34
H -0.21 2.74 0.48
H -2.18 1.58 -0.34
H -1.80 0.10 0.59
H -2.75 0.92 2.45
H -1.92 2.52 2.33
H -3.40 2.22 1.43
C -5.97 -4.54 -2.27
C -5.32 -5.41 -1.21
O -4.01 -5.83 -1.60
C -3.05 -4.90 -1.50
O -3.20 -3.78 -1.10
O -1.91 -5.43 -1.92
C -0.81 -4.51 -1.95
H -5.97 -5.06 -3.23
H -6.99 -4.30 -1.99
H -5.42 -3.61 -2.40
H -5.90 -6.32 -1.07
H -5.27 -4.89 -0.24
H -0.66 -4.03 -0.99
H -0.97 -3.77 -2.73
H 0.08 -5.09 -2.20
C -8.26 -2.53 -8.09
C -8.77 -3.89 -7.66
O -8.80 -4.02 -6.23
C -9.81 -3.41 -5.62
O -10.68 -2.78 -6.15
O -9.67 -3.60 -4.31
C -10.63 -2.91 -3.51
H -7.29 -2.32 -7.63
H -8.17 -2.48 -9.17
H -8.95 -1.74 -7.77
H -8.08 -4.66 -8.02
H -9.75 -4.11 -8.08
H -11.65 -3.15 -3.83
H -10.46 -1.84 -3.56
H -10.49 -3.25 -2.49
C 5.54 0.20 8.00
C 6.81 -0.02 7.21
O 7.08 1.09 6.33
C 7.58 2.18 6.91
O 7.82 2.31 8.08
O 7.74 3.11 5.97
C 8.18 4.37 6.47
H 4.71 0.41 7.33
H 5.31 -0.69 8.59
H 5.64 1.05 8.68
H 6.70 -0.89 6.56
H 7.67 -0.20 7.86
H 9.08 4.27 7.06
H 7.39 4.84 7.05
H 8.39 5.00 5.60
```

***

Entry 3:
One molecule with the formula C4H7NO in a non-equilibrium geometry, computed with ωB97M-V/def2-TZVPD.

- Calculated total energy: -286.4117 Ha
- HOMO-LUMO gap (spin up / spin down): 8.92 / 6.83 eV
- Energy relative to the best compared isomer or geometry (same formula, charge and spin): 138.0 kcal per mole
- Net charge: 0
- 2S+1: 1
- Largest force on an atom: 4.419 eV/Å

The geometry in XYZ format:
```
13
C4H7NO ωB97M-V/def2-TZVPD
C 2.16 0.12 -0.65
N 0.85 -0.31 -1.08
C -2.09 0.90 1.01
C 0.02 -0.56 -0.16
C -1.34 -0.93 -0.45
O -2.21 -0.62 0.41
H 2.45 0.98 -1.25
H 2.87 -0.69 -0.85
H 2.21 0.38 0.42
H -2.38 0.77 2.05
H -1.10 1.43 1.01
H 0.22 -0.47 0.92
H -1.65 -1.24 -1.46
```

***

Entry 4:
C31H49F3FeN8OPS2Si as an isolated structure in a non-equilibrium geometry, computed with ωB97M-V/def2-TZVPD.

- Calculated total energy: -4714.5146 Ha
- HOMO-LUMO gap (spin up / spin down): 7.46 / 5.55 eV
- Energy relative to the best compared isomer or geometry (same formula, charge and spin): 52.7 kcal per mole
- Net charge: 0
- 2S+1: 6
- Largest force on an atom: 3.958 eV/Å

The geometry in XYZ format:
```
97
C31H49F3FeN8OPS2Si ωB97M-V/def2-TZVPD
Fe 0.24 1.30 1.10
C 1.46 -4.77 3.52
C 1.41 -3.33 3.73
N 1.62 -2.64 2.50
C 1.50 -1.29 2.42
S 1.78 -0.68 0.83
N 1.30 -0.49 3.47
N 1.24 0.81 3.02
C 1.51 1.77 3.83
C 1.92 1.62 5.29
C 1.53 3.10 3.23
C 2.00 4.28 3.86
C 2.09 5.46 3.17
C 1.60 5.48 1.85
C 1.22 4.31 1.24
N 1.17 3.14 1.97
H 1.36 -5.37 4.48
H 2.36 -5.11 2.91
H 0.52 -5.15 2.96
H 2.18 -3.00 4.40
H 0.53 -2.98 4.34
H 1.69 -3.06 1.65
H 1.21 2.19 5.85
H 2.91 1.87 5.58
H 1.64 0.58 5.50
H 2.27 4.18 4.90
H 2.52 6.39 3.58
H 1.68 6.41 1.33
H 0.81 4.16 0.27
C 3.20 2.24 -5.63
Si 3.54 2.05 -3.79
C 4.72 3.38 -3.19
C 4.37 0.32 -3.70
C 1.81 2.04 -2.92
C 0.67 2.24 -3.65
C -0.58 2.53 -3.01
C -0.65 2.35 -1.67
N 0.49 2.04 -0.96
C 1.69 1.84 -1.52
S 2.94 1.43 -0.50
H 4.03 2.69 -6.17
H 2.35 2.91 -5.96
H 3.10 1.24 -6.03
H 5.78 3.11 -3.33
H 4.57 3.56 -2.09
H 4.47 4.31 -3.70
H 5.00 0.22 -4.58
H 3.62 -0.48 -3.55
H 4.99 0.39 -2.77
H 0.76 2.29 -4.74
H -1.42 2.78 -3.64
H -1.53 2.36 -1.08
F -1.23 2.20 3.42
C -1.48 2.17 2.11
F -1.78 3.45 1.83
F -2.67 1.49 1.96
O -1.30 -0.05 0.03
P -1.95 -1.32 -0.47
N -3.38 -0.81 -1.16
C -4.06 0.52 -1.04
C -5.51 0.24 -1.33
C -5.40 -0.93 -2.28
C -4.27 -1.81 -1.74
N -2.56 -2.58 0.53
C -1.56 -3.22 1.40
C -1.73 -2.55 2.75
C -3.18 -1.89 2.74
C -3.71 -2.38 1.39
N -0.87 -2.07 -1.39
C -0.98 -3.37 -1.98
C 0.51 -3.77 -2.21
C 1.21 -2.37 -2.38
C 0.11 -1.35 -2.19
H -3.63 1.18 -1.81
H -3.82 0.94 -0.06
H -6.02 1.07 -1.81
H -6.08 -0.01 -0.48
H -5.22 -0.55 -3.28
H -6.29 -1.57 -2.27
H -3.78 -2.28 -2.58
H -4.73 -2.58 -1.10
H -0.51 -3.24 1.07
H -1.84 -4.25 1.43
H -1.05 -1.73 2.98
H -1.78 -3.24 3.57
H -3.02 -0.82 2.60
H -3.78 -2.27 3.57
H -4.45 -1.74 0.90
H -4.12 -3.40 1.53
H -1.42 -3.29 -3.06
H -1.38 -4.08 -1.33
H 0.66 -4.29 -3.13
H 0.98 -4.38 -1.39
H 1.71 -2.25 -3.35
H 1.94 -2.35 -1.62
H -0.27 -1.09 -3.14
H 0.51 -0.43 -1.76
```

***

Entry 5:
A 14-piece molecular cluster, C2H31O14 overall in a non-equilibrium geometry, computed with ωB97M-V/def2-TZVPD.

- Calculated total energy: -1148.2155 Ha
- HOMO-LUMO gap: 8.31 eV
- Energy relative to the best compared isomer or geometry (same formula, charge and spin): 11.9 kcal per mole
- Net charge: -1
- 2S+1: 1
- Largest force on an atom: 3.392 eV/Å

The geometry in XYZ format:
```
47
C2H31O14 ωB97M-V/def2-TZVPD
C -0.04 0.15 -1.79
C -0.17 0.32 -0.28
O -0.56 -0.93 0.16
H 0.28 1.06 -2.24
H -1.06 -0.06 -2.25
H 0.62 -0.63 -2.09
H -0.84 1.16 -0.13
H 0.77 0.50 0.14
O 0.00 3.41 0.52
H -0.24 2.62 0.03
H 0.88 3.64 0.20
O 1.47 -2.50 -0.50
H 0.93 -1.76 -0.30
H 2.31 -2.06 -0.73
O 3.07 2.19 0.66
H 2.49 2.38 1.39
H 3.98 2.37 0.90
O 0.77 -3.06 -3.10
H 0.70 -2.76 -2.19
H 1.06 -3.98 -3.05
O -1.82 -3.08 -0.65
H -1.39 -3.87 -0.33
H -1.39 -2.26 -0.43
O 2.89 0.59 -1.52
H 3.17 1.21 -0.80
H 1.94 0.53 -1.55
O -2.87 2.43 0.81
H -2.50 3.31 0.80
H -3.47 2.49 1.57
O -0.62 0.37 2.52
H -0.65 -0.14 1.65
H -1.56 0.40 2.83
O 0.10 -3.16 2.03
H 0.71 -3.43 1.40
H -0.31 -2.36 1.67
O 1.27 2.32 2.87
H 0.84 3.10 2.48
H 0.63 1.64 2.77
O -3.65 -0.47 -2.99
H -3.42 -0.35 -2.11
H -2.92 -0.90 -3.44
O -3.24 -0.08 -0.27
H -2.45 -0.59 -0.15
H -3.06 0.77 0.23
O 2.65 -0.53 1.75
H 1.73 -0.38 1.91
H 2.94 0.38 1.60
```

***

Entry 6:
One molecule with the formula C3H3N3O2 in a non-equilibrium geometry, computed with ωB97M-V/def2-TZVPD.

- Calculated total energy: -430.6998 Ha
- HOMO-LUMO gap: 9.69 eV
- Energy relative to the best compared isomer or geometry (same formula, charge and spin): 138.8 kcal per mole
- Net charge: 0
- 2S+1: 1
- Largest force on an atom: 6.577 eV/Å

The geometry in XYZ format:
```
11
C3H3N3O2 ωB97M-V/def2-TZVPD
C -2.31 -0.87 -0.22
N -1.84 0.36 -0.18
N -0.62 0.40 0.42
C 0.13 1.48 -0.03
N 1.42 1.13 -0.06
C 1.34 -0.32 0.12
O 2.20 -1.14 -0.28
O 0.08 -0.70 0.30
H -1.95 -1.85 0.30
H -3.52 -0.71 -0.32
H -0.45 2.37 -0.58
```